# 1
Computed, not measured: a molecular structure, C34H64FeGeN3O4SSi5Te, with ωB97M-V/def2-TZVPD.

Computed properties:
- DFT total energy: -197382.3239 eV
- E_HOMO (spin up / spin down): -1.18 / -1.24 eV
- Lowest unoccupied orbital energy (spin up / spin down): 3.886 / 3.885 eV
- Strongest force on any atom: 1.37 eV/A
- Frontier orbital gap (spin up / spin down): 5.07 / 5.13 eV

Geometry as ORCA input:
```
! RIJCOSX wB97M-V def2-TZVPD def2/J DEFGRID3
* xyz -2 6
Fe 0.379 -0.011 -0.016
N -0.091 -4.397 -0.656
C 0.368 -3.083 -0.529
S -0.632 -1.842 -1.264
N 1.496 -2.904 0.054
N 1.876 -1.557 0.118
C 3.177 -1.394 0.096
C 3.836 -0.171 -0.015
C 5.246 -0.120 -0.050
C 5.951 1.033 -0.223
C 5.200 2.258 -0.423
C 3.860 2.307 -0.405
C 2.990 1.097 -0.093
O 1.925 0.962 -0.994
H -1.091 -4.442 -0.779
H 0.246 -4.995 0.086
H 3.778 -2.306 0.093
H 5.775 -1.065 0.053
H 7.032 1.041 -0.246
H 5.751 3.177 -0.611
H 3.325 3.235 -0.573
C 2.492 -1.929 3.590
Si 0.618 -2.209 3.621
C 0.419 -4.025 3.127
C 0.253 -2.171 5.485
Ge -0.737 -0.798 2.220
Si -2.857 -1.926 2.341
C -3.128 -3.268 1.053
C -3.037 -2.857 3.993
C -4.388 -0.838 2.302
Si -1.271 1.075 3.609
C -2.250 0.564 5.158
C 0.165 2.021 4.396
C -2.348 2.350 2.753
H 2.999 -2.892 3.703
H 2.803 -1.278 4.413
H 2.841 -1.481 2.659
H 0.748 -4.686 3.936
H 1.038 -4.205 2.244
H -0.610 -4.282 2.868
H 0.937 -2.854 5.999
H -0.770 -2.469 5.721
H 0.404 -1.167 5.892
H -2.415 -4.085 1.192
H -2.988 -2.864 0.049
H -4.144 -3.670 1.135
H -2.401 -3.742 4.049
H -4.079 -3.173 4.115
H -2.782 -2.216 4.839
H -4.429 -0.281 1.363
H -4.406 -0.117 3.121
H -5.274 -1.478 2.382
H -1.703 -0.176 5.746
H -3.222 0.129 4.915
H -2.420 1.443 5.788
H 0.861 1.343 4.901
H -0.229 2.721 5.139
H 0.732 2.582 3.652
H -3.173 1.865 2.227
H -1.774 2.886 1.992
H -2.753 3.064 3.478
O -3.708 0.527 -0.763
C -2.533 0.867 -0.879
O -1.640 0.799 0.038
C -2.086 1.457 -2.232
C -3.007 1.771 -3.144
C -2.626 2.251 -4.479
C -1.349 2.352 -4.839
C -0.195 1.987 -3.942
C -0.627 1.626 -2.504
H -4.051 1.641 -2.888
H -3.411 2.510 -5.181
H -1.084 2.701 -5.833
H 0.449 2.872 -3.896
H -0.142 0.686 -2.234
C -1.530 6.574 0.387
Si -0.543 6.292 -1.179
C -0.949 7.698 -2.364
C 1.278 6.445 -0.762
C -0.972 4.653 -1.921
Te 0.175 3.019 -1.044
C 0.615 0.814 -4.565
Si 2.499 0.856 -4.407
C 3.138 2.509 -3.826
C 3.211 -0.566 -3.426
C 3.147 0.664 -6.177
H -1.226 7.496 0.891
H -1.394 5.744 1.085
H -2.599 6.641 0.167
H -0.785 8.671 -1.892
H -1.994 7.651 -2.683
H -0.325 7.649 -3.260
H 1.495 7.396 -0.268
H 1.894 6.371 -1.662
H 1.593 5.635 -0.099
H -0.784 4.633 -2.998
H -2.037 4.450 -1.771
H 0.383 0.746 -5.634
H 0.248 -0.117 -4.120
H 2.667 2.798 -2.884
H 2.957 3.297 -4.563
H 4.214 2.440 -3.644
H 3.897 -0.200 -2.661
H 3.745 -1.264 -4.078
H 2.429 -1.114 -2.894
H 2.746 1.442 -6.834
H 2.866 -0.306 -6.598
H 4.238 0.735 -6.200
C 3.391 1.518 2.468
C 2.439 1.325 1.323
O 1.228 1.372 1.502
H 3.508 2.592 2.636
H 4.365 1.089 2.245
H 2.964 1.074 3.367
*
```

***

# 2
Computed, not measured: C3H5FOS in the gas phase, with ωB97M-V/def2-TZVPD.

Computed properties:
- DFT total energy: -18791.2580 eV
- E_HOMO: -9.31 eV
- Lowest unoccupied orbital energy: 0.537 eV
- Strongest force on any atom: 3.69 eV/A
- Frontier orbital gap: 9.85 eV

Geometry as ORCA input:
```
! RIJCOSX wB97M-V def2-TZVPD def2/J DEFGRID3
* xyz 0 1
C -0.259 0.927 -0.853
C 0.382 0.601 0.460
C -0.011 -0.723 1.037
H 0.281 -1.202 -1.224
H 0.003 1.969 -1.131
H -1.386 0.808 -0.631
H -0.207 -0.716 2.164
H 0.809 -1.497 0.898
O 1.300 1.251 0.940
F -1.177 -1.236 0.407
S 0.266 -0.183 -2.067
*
```